Record 1
An isolated ion of composition C2H3INO2 and charge +1 in a non-equilibrium geometry. Source: the OMol25 dataset; level of theory: the ωB97M-V functional and the def2-TZVPD basis.

Its LUMO energy is -0.278 Ha. The HOMO-LUMO gap comes out at 7.9192 eV. For the energy above the lowest of the compared OMol25 structures with the same formula, charge and spin, the calculation gives 0.0 kcal per mole. Its total charge is +1.

Geometry (Å):
O  1.55535  -0.68135  0.87886
C  1.35263  0.13360  -0.16856
N  -0.03708  0.53993  -0.27127
C  -1.15187  0.54675  0.00766
O  -2.32911  0.76625  0.18022
I  -3.93981  -0.56884  -0.14377
H  0.93732  -1.38170  0.73796
H  1.90193  1.00877  -0.14074
H  1.71064  -0.36341  -1.08036

Record 2
C2H3INO3 as an isolated structure in a non-equilibrium geometry. Source: the OMol25 dataset; level of theory: the ωB97M-V functional and the def2-TZVPD basis.

Its LUMO energy (spin up / spin down) is -0.254 / -0.254 Ha. The HOMO-LUMO gap (spin up / spin down) comes out at 7.6755 / 7.6746 eV. For the energy above the lowest of the compared OMol25 structures with the same formula, charge and spin, the calculation gives 8.6 kcal per mole. Its total charge is +1.

Geometry (Å):
C  -0.97536  1.37923  0.08627
C  0.52939  0.16280  0.35659
N  -0.69808  -0.77485  -0.33196
O  -1.28485  2.48539  0.28733
O  1.55287  0.31696  -0.42162
O  -1.64152  0.28130  -0.41875
I  3.50453  -0.71396  -0.07428
H  -0.64797  -1.30748  -1.22748
H  0.48930  -0.28786  1.44274
H  -0.82831  -1.54154  0.30116

no.,total energy (eV)
1,-15798.06966
2,-17843.08544